w.
Below is a cluster of 3 separate species, H4NO2PS in total, with properties calculated with wB97M-V/def2-TZVPD.

Structure (ORCA input):
```
! RIJCOSX wB97M-V def2-TZVPD def2/J DEFGRID3
* xyz 0 1
N 1.025 1.480 -0.041
O 4.863 -0.811 -0.390
O 2.656 -0.486 0.813
P 4.024 0.250 0.187
S 1.816 0.089 -0.494
H 0.087 1.505 -0.407
H 1.612 2.296 -0.129
H 1.232 -4.801 0.982
H 0.483 -4.811 0.472
*
```

Highest occupied orbital energy, eV: -9.6
Lowest unoccupied orbital energy, eV: 0.0

=====

x.
Below is an isolated molecule of H4NO2PS, with properties calculated with wB97M-V/def2-TZVPD.

Structure (ORCA input):
```
! RIJCOSX wB97M-V def2-TZVPD def2/J DEFGRID3
* xyz 0 1
N -0.835 0.770 -0.669
O 1.764 0.849 -0.681
O 0.566 -1.298 -0.939
P 0.318 -0.227 1.870
S 0.634 -0.011 -0.256
H -0.615 1.667 -0.958
H -1.332 0.111 -1.193
H 0.457 -1.626 1.569
H -0.957 -0.235 1.257
*
```

Highest occupied orbital energy, eV: -10.7
Lowest unoccupied orbital energy, eV: 0.1

=====

y.
Below is a cluster of 2 separate species, H4NO2PS in total, with properties calculated with wB97M-V/def2-TZVPD.

Structure (ORCA input):
```
! RIJCOSX wB97M-V def2-TZVPD def2/J DEFGRID3
* xyz 0 1
N -0.336 0.477 -0.090
O 2.900 -1.042 -0.427
O -2.662 -0.146 -0.902
P 2.211 0.221 -0.228
S -1.894 -0.197 0.321
H -0.396 0.789 -1.002
H -0.433 1.354 0.425
H 2.182 0.251 1.449
H -1.573 -1.707 0.454
*
```

Highest occupied orbital energy, eV: -9.1
Lowest unoccupied orbital energy, eV: -0.2

=====

w comes first in stability; the runner-up is 43.2 kJ/mol higher.

=====

w.
Below is an isolated molecule of C2H3ClSi, with properties calculated with wB97M-V/def2-TZVPD.

Structure (ORCA input):
```
! RIJCOSX wB97M-V def2-TZVPD def2/J DEFGRID3
* xyz 0 1
C 2.128 0.234 -0.080
C 3.378 0.208 -0.024
Si 0.283 -0.120 0.017
Cl 4.996 -0.112 -0.002
H -0.527 1.101 0.021
H -0.132 -1.222 1.128
H 0.075 -1.065 -1.049
*
```

Highest occupied orbital energy, eV: -9.9
Lowest unoccupied orbital energy, eV: 0.7

=====

x.
Below is an isolated molecule of C2H3ClSi, with properties calculated with wB97M-V/def2-TZVPD.

Structure (ORCA input):
```
! RIJCOSX wB97M-V def2-TZVPD def2/J DEFGRID3
* xyz 0 1
C -0.576 1.840 0.507
C -0.229 0.877 -0.145
Si 0.279 -0.733 -0.779
Cl 0.596 -0.966 -2.737
H -0.850 2.671 1.013
H 1.443 -0.857 0.079
H -0.642 -2.003 -0.634
*
```

Highest occupied orbital energy, eV: -10.6
Lowest unoccupied orbital energy, eV: 0.6

=====

y.
Below is a structure of composition C2H3ClSi, with properties calculated with wB97M-V/def2-TZVPD.

Structure (ORCA input):
```
! RIJCOSX wB97M-V def2-TZVPD def2/J DEFGRID3
* xyz 0 1
C -0.340 1.660 1.415
C -0.550 0.731 0.686
Si 0.237 -1.116 -0.697
Cl 0.130 -0.413 -2.548
H -0.211 2.555 1.935
H -0.935 -1.997 -0.420
H 1.669 -1.420 -0.371
*
```

Highest occupied orbital energy, eV: -9.9
Lowest unoccupied orbital energy, eV: 0.1

=====

x comes first in stability; the runner-up is 157.7 kJ/mol higher.